The following is a DFT calculation (ωB97M-V/def2-TZVPD) of an isolated molecule of C15H16N2O2.

Last column: natural (NBO) charge in e.
Element x y z (Å)
C -5.6244 -1.4203 -0.5739  -0.623
C -4.9354 -0.1370 -0.1527  -0.074
O -3.5363 -0.2635 -0.4267  -0.502
C -2.7883 0.8163 -0.2249  0.799
O -3.2166 1.8772 0.1498  -0.602
C -1.3275 0.5398 -0.5161  -0.474
C -0.4756 0.9560 0.7032  -0.343
C -0.8258 0.1238 1.8333  0.294
N -1.1038 -0.5426 2.7194  -0.320
C 0.9921 0.8505 0.4164  -0.115
C 1.8586 1.8918 0.2395  0.007
N 3.1114 1.4306 -0.0414  -0.341
C 4.2744 2.2355 -0.2805  -0.398
C 3.0756 0.0636 -0.0474  0.126
C 4.0893 -0.8598 -0.2777  -0.239
C 3.7612 -2.1961 -0.2144  -0.212
C 2.4587 -2.6131 0.0754  -0.233
C 1.4492 -1.7067 0.3039  -0.203
C 1.7501 -0.3458 0.2397  -0.030
H -6.6881 -1.3468 -0.3680  0.218
H -5.2122 -2.2617 -0.0240  0.216
H -5.4786 -1.5938 -1.6368  0.212
H -5.3240 0.7286 -0.7008  0.190
H -5.0632 0.0519 0.9188  0.192
H -1.1910 -0.5154 -0.7498  0.237
H -1.0220 1.1420 -1.3744  0.244
H -0.7274 1.9928 0.9601  0.273
H 1.6642 2.9468 0.2964  0.212
H 4.0035 3.2881 -0.2215  0.216
H 5.0463 2.0274 0.4649  0.207
H 4.6852 2.0314 -1.2726  0.206
H 5.0980 -0.5419 -0.4955  0.213
H 4.5249 -2.9399 -0.3873  0.213
H 2.2476 -3.6711 0.1226  0.214
H 0.4499 -2.0386 0.5429  0.218

Calculated values
Orbital gap   8.8 eV
HOMO level   -8.133 eV
Net charge   0
Relative energy (zero: lowest compared OMol25 entry of this formula, charge and spin)   55.7 kJ/mol
2S+1   1
SMILES string   CCOC(=O)C[C@@H](C#N)c1cn(C)c2ccccc12

---

The following is a DFT calculation (ωB97M-V/def2-TZVPD) of the ion C4H8NS with charge +1.

Last column: natural (NBO) charge in e.
Element x y z (Å)
C -2.4483 0.4464 -0.6965  -0.663
C -0.8803 0.1778 -0.3330  0.271
N -0.0764 -0.7435 -0.2468  -0.292
C 1.1137 -1.1854 -0.0246  0.234
C 2.3637 -0.9266 -0.7549  -0.540
S 3.0503 0.2565 0.5333  0.077
H -2.9902 -0.5166 -0.5758  0.256
H -2.6061 1.0283 -1.7272  0.284
H -2.7721 1.2241 -0.0126  0.259
H -0.3555 1.0449 -0.3688  0.184
H 1.2596 -1.4494 1.0558  0.246
H 2.8691 -1.8462 -0.9385  0.271
H 2.2551 -0.3471 -1.5965  0.250
H 2.9865 1.4132 -0.1475  0.162

Calculated values
Orbital gap   9.1 eV
HOMO level   -14.174 eV
Net charge   +1
Relative energy (zero: lowest compared OMol25 entry of this formula, charge and spin)   208.6 kJ/mol
2S+1   1
SMILES string   CC=[N+]=CCS

---

The following is a DFT calculation (ωB97M-V/def2-TZVPD) of a structure of composition C23H33NO2P2SiSm.

Last column: Mulliken spin population.
Element x y z (Å)
C 3.6555 -2.8499 -0.2907  0.000
C 2.3575 -2.5574 -0.6788  0.011
C 1.2689 -3.0199 0.1446  0.002
C 1.5455 -3.7301 1.3773  -0.012
C 2.9051 -4.0097 1.7238  -0.002
C 3.9292 -3.5860 0.9012  -0.001
C 0.4452 -4.0901 2.1763  0.003
C -0.8619 -3.7413 1.7901  -0.010
C -1.0194 -3.0490 0.5268  0.014
C -2.3288 -2.6356 0.0895  0.003
C -3.4194 -2.9207 0.8960  0.000
C -3.2694 -3.6182 2.1321  0.000
C -2.0252 -4.0206 2.5744  -0.003
H 4.4937 -2.5012 -0.9045  0.000
H 3.1172 -4.5509 2.6523  0.000
H 4.9699 -3.7985 1.1673  0.000
H 0.6091 -4.6297 3.1164  0.000
H -4.4202 -2.6031 0.5819  0.000
H -4.1587 -3.8258 2.7362  0.000
H -1.9099 -4.5427 3.5305  0.000
N 0.0211 -2.7377 -0.2619  -0.001
Sm 0.0074 0.7654 0.1210  4.955
C 2.0259 -1.7048 -1.8689  0.001
H 1.0982 -2.0605 -2.3455  -0.002
H 2.8511 -1.7068 -2.6026  0.001
C -2.4184 -1.8527 -1.1841  -0.008
H -1.7045 -2.2536 -1.9219  0.000
H -3.4400 -1.8778 -1.6023  -0.001
P 1.7171 0.0961 -1.3956  -0.021
P -1.9484 -0.0320 -0.9585  0.019
C -3.5119 0.5747 -0.1619  0.004
H -3.4748 1.6746 -0.0929  0.000
H -4.4134 0.2691 -0.7233  0.002
H -3.5609 0.1725 0.8635  -0.003
C -2.2326 0.5253 -2.7147  -0.001
H -3.2404 0.2533 -3.0766  0.000
H -2.1108 1.6202 -2.7745  0.000
H -1.4780 0.0567 -3.3688  0.000
C 3.4144 0.5834 -0.8468  0.004
H 4.1881 0.2840 -1.5771  0.001
H 3.4318 1.6760 -0.7049  -0.001
H 3.6132 0.1107 0.1283  0.000
C 1.6712 0.8527 -3.0950  0.000
H 1.5767 1.9479 -3.0004  -0.001
H 2.5846 0.6177 -3.6699  -0.001
H 0.7913 0.4749 -3.6409  0.000
C -0.8863 1.3273 1.6584  0.017
O -1.3761 1.6331 2.6756  0.067
H 0.2447 -0.5503 0.9155  -0.059
C 1.5064 5.2406 -0.1725  -0.001
Si 0.0434 4.4890 0.7094  -0.003
C 0.1768 4.8296 2.5396  0.001
C -1.5346 5.2350 0.0498  0.000
O 0.0265 2.7408 0.4332  0.022
H 1.5180 6.3364 0.0001  0.000
H 1.4267 5.0370 -1.2597  0.000
H 2.4430 4.7939 0.2202  0.000
H 0.1904 5.9255 2.7113  0.000
H -0.6937 4.3852 3.0636  0.000
H 1.1130 4.3817 2.9311  0.000
H -1.6126 5.0312 -1.0378  0.000
H -2.4024 4.7842 0.5737  0.000
H -1.5251 6.3308 0.2218  0.000

Calculated values
Orbital gap (spin up / spin down)   6.3 / 6.6 eV
HOMO level (spin up / spin down)   -10.553 / -10.543 eV
Net charge   +1
Relative energy (zero: lowest compared OMol25 entry of this formula, charge and spin)   886.2 kJ/mol
2S+1   6

---

The following is a DFT calculation (ωB97M-V/def2-TZVPD) of a cluster of 2 separate species, C6H17NO in total.

Last column: natural (NBO) charge in e.
Element x y z (Å)
C -1.1744 2.0680 -2.3416  -0.604
C -0.6189 2.1410 -0.8934  -0.421
C 0.6836 1.2960 -0.7396  -0.217
N 0.4742 -0.0212 -0.1879  -0.637
C 0.4607 0.0149 1.3109  -0.063
C -0.8946 -0.4867 1.8203  -0.619
C 1.6078 -0.7110 1.9405  -0.634
H -2.0457 1.4107 -2.3626  0.208
H -1.6025 3.0334 -2.6771  0.202
H -0.3383 1.8246 -3.0004  0.199
H -0.5369 3.2233 -0.7326  0.204
H -1.4336 1.8143 -0.2409  0.205
H 1.4918 1.8860 -0.2866  0.168
H 1.0453 1.2065 -1.7747  0.189
H 1.2269 -0.6402 -0.4559  0.365
H 0.4932 1.0599 1.6317  0.181
H -0.8453 -1.5880 1.8979  0.195
H -1.2924 -0.1754 2.7873  0.214
H -1.6466 -0.2889 1.0559  0.218
H 1.7510 -0.4276 2.9759  0.223
H 1.4713 -1.7900 1.7492  0.211
H 2.6204 -0.4277 1.5987  0.212
O -0.2769 -3.6409 -0.7226  -0.955
H -0.6438 -2.7694 -0.4588  0.482
H -0.9275 -4.0895 -1.2836  0.473

Calculated values
Orbital gap   10.0 eV
HOMO level   -9.060 eV
Net charge   0
Relative energy (zero: lowest compared OMol25 entry of this formula, charge and spin)   103.1 kJ/mol
2S+1   1
SMILES string   CCCNC(C)C.O

---

The following is a DFT calculation (ωB97M-V/def2-TZVPD) of a structure of composition C22H41Cl3CuN3O4Si.

Last column: Mulliken spin population.
Element x y z (Å)
C 2.8622 -2.5825 -1.7590  0.000
C 3.5156 -2.8577 -0.4360  0.000
H 3.4957 -1.9329 -2.3785  0.000
H 1.8889 -2.1021 -1.6112  0.000
H 2.6968 -3.5130 -2.3243  0.000
C 4.8256 -3.1264 -0.3097  0.000
C 5.7739 -3.2201 -1.4552  0.000
H 5.2383 -3.4143 0.6609  0.000
H 5.7109 -2.3226 -2.0915  0.000
H 5.5588 -4.1050 -2.0820  0.000
H 6.7998 -3.3058 -1.0681  0.000
Cu -1.0131 -1.7586 2.0961  0.000
Cl -2.3166 -1.2232 3.7833  0.000
Cl -1.4509 -2.8066 0.2614  0.001
H -4.0924 4.2625 1.9791  0.000
H -6.6519 3.1213 -0.1713  0.000
C -3.8801 4.3675 0.8998  0.004
C -5.7799 3.6572 -0.5879  0.000
N -4.5677 3.3195 0.1587  0.000
H -2.7906 4.2906 0.7528  -0.002
C -4.1200 2.0424 0.3098  -0.002
O -3.1681 1.7577 1.0363  -0.001
H -5.6799 3.3736 -1.6521  0.000
H -4.7106 1.2912 -0.2740  0.002
H -4.2691 5.3257 0.5366  0.000
H -5.9328 4.7414 -0.4873  0.000
H 0.5929 1.7349 -3.7853  0.001
H 2.5150 2.2466 -1.6112  -0.002
C 0.5699 2.8276 -3.6495  0.010
C 2.0915 3.2585 -1.7276  0.027
N 0.7325 3.2057 -2.2495  0.049
H -0.3904 3.1962 -4.0332  -0.011
C -0.3250 3.2455 -1.4230  0.204
O -0.4894 3.8432 -0.3846  0.240
H 2.0796 3.7685 -0.7640  0.004
H -1.1963 2.5078 -1.8644  0.027
H 1.3847 3.2758 -4.2294  0.001
H 2.7021 3.8079 -2.4503  0.001
O 1.6633 -1.8134 0.6782  -0.001
C 2.5730 -2.9046 0.7605  0.000
C 4.2826 -2.2313 2.5479  0.000
C 3.2433 -3.0678 2.1152  0.000
H 4.6451 -1.4344 1.8912  0.000
C 4.8883 -2.4663 3.7913  0.000
H 1.9412 -3.7849 0.5712  0.000
C 2.8314 -4.1406 2.9082  0.000
H 5.7010 -1.8095 4.1159  0.000
C 4.4606 -3.5242 4.5979  0.000
C 3.4451 -4.3781 4.1412  0.000
H 2.0329 -4.7892 2.5281  0.000
H 4.9094 -3.6804 5.5806  0.000
H 3.1262 -5.2306 4.7433  0.000
Si 1.0403 -0.4920 1.4897  0.001
Cl -1.8274 1.1473 -1.9055  0.438
C 2.4641 0.6924 1.8699  0.000
C 0.7331 -1.1312 3.2485  0.000
C -0.0857 0.5153 0.4469  -0.006
H 3.2024 0.2015 2.5205  0.000
H 2.0172 1.5467 2.4059  0.000
H 2.9716 1.0462 0.9597  0.000
H 0.5311 1.2375 -0.0995  0.020
H -0.8404 1.0697 1.0093  0.000
H -0.5978 -0.1165 -0.2809  -0.005
H 1.7601 -1.2875 3.6259  0.000
H 0.2601 -2.1416 3.3329  0.000
H 0.2024 -0.4136 3.8813  0.000
C -7.5018 -0.3294 -3.2318  0.000
C -6.2826 0.4001 -2.7113  -0.001
N -5.7695 1.3390 -3.5772  0.001
O -5.7989 0.2087 -1.5898  0.001
H -7.4889 -0.4254 -4.3235  0.000
H -8.4197 0.2084 -2.9531  0.000
H -7.5327 -1.3277 -2.7875  0.000
H -4.8338 1.7027 -3.4048  -0.001
H -6.1565 1.4066 -4.5114  0.000

Calculated values
Orbital gap (spin up / spin down)   6.3 / 4.3 eV
HOMO level (spin up / spin down)   -4.093 / -4.093 eV
Net charge   -1
Relative energy (zero: lowest compared OMol25 entry of this formula, charge and spin)   320.7 kJ/mol
2S+1   2

---

The following is a DFT calculation (ωB97M-V/def2-TZVPD) of a cluster of 2 separate species, C3H13BN2O2PS2 in total.

Last column: natural (NBO) charge in e.
Element x y z (Å)
N -2.0401 -1.9111 3.3001  -1.051
B -2.4094 -0.6133 3.6321  0.947
O -3.4026 -0.2514 4.4545  -0.859
S -1.3665 0.9348 2.9075  -0.039
P -1.5690 0.7814 0.6752  0.692
S -1.2246 2.3902 -0.2355  -0.316
H -1.2545 -2.0593 2.6829  0.409
H -2.7869 -2.5389 3.0271  0.433
H -4.0359 0.4242 4.1796  0.530
H -0.0779 0.5888 3.0804  0.231
H -2.8658 0.2498 0.6829  -0.002
H -0.7329 -0.3204 0.4481  0.023
C 2.0616 -1.3055 -2.7360  -0.725
C 2.2099 -0.4239 -1.5189  0.676
O 2.4280 -0.8827 -0.4056  -0.653
N 2.0686 0.9154 -1.6888  -0.615
C 1.7489 1.6456 -2.9006  -0.413
H 2.1952 -2.3357 -2.4217  0.249
H 1.0753 -1.1925 -3.1876  0.225
H 2.8118 -1.0641 -3.4892  0.240
H 2.1918 1.4393 -0.8366  0.397
H 2.5263 2.3725 -3.1364  0.210
H 0.8077 2.1831 -2.7681  0.194
H 1.6410 0.9735 -3.7453  0.217

Calculated values
Orbital gap   7.5 eV
HOMO level   -12.078 eV
Net charge   +1
2S+1   1

---

The following is a DFT calculation (ωB97M-V/def2-TZVPD) of a cluster of 2 separate species, C3H6N2O in total.

Last column: natural (NBO) charge in e.
Element x y z (Å)
N -1.5852 -0.5220 0.1288  -0.804
C -0.9086 0.5661 -0.4825  -0.338
C 1.3959 0.3308 0.5242  0.101
O 1.0375 -0.8086 1.1187  -0.639
C 1.8870 0.0270 -0.8158  0.133
N 2.3818 -0.0745 -1.8609  -0.283
H -1.9915 -0.2948 1.0272  0.362
H -1.0167 -1.3585 0.2022  0.376
H -0.5814 0.3070 -1.4937  0.211
H -1.5219 1.4681 -0.4930  0.213
H 0.0336 0.9471 0.0986  0.167
H 0.8694 -0.5877 2.0464  0.501

Calculated values
Orbital gap   8.7 eV
HOMO level   -9.038 eV
Net charge   0
Relative energy (zero: lowest compared OMol25 entry of this formula, charge and spin)   444.0 kJ/mol
2S+1   1

---

The following is a DFT calculation (ωB97M-V/def2-TZVPD) of a cluster of 2 separate species, C3H5NS in total.

Last column: natural (NBO) charge in e.
Element x y z (Å)
C 1.3082 0.2759 0.3964  -0.244
C 0.2250 0.3739 0.9267  -0.183
C 2.7906 0.5617 0.1671  -0.674
N -3.3662 -0.8369 -0.4875  -0.943
S -2.7070 0.1660 0.5803  0.551
H 3.4548 -0.0155 0.8586  0.229
H 2.9190 1.6321 0.2340  0.233
H 2.9837 0.0627 -0.8870  0.226
H -3.8446 -1.7783 -0.3714  0.409
H -3.7634 -0.4417 -1.4172  0.396

Calculated values
Orbital gap (spin up / spin down)   6.2 / 6.2 eV
HOMO level (spin up / spin down)   -8.584 / -8.589 eV
Net charge   0
Relative energy (zero: lowest compared OMol25 entry of this formula, charge and spin)   607.1 kJ/mol
2S+1   1

---

no.,largest force on an atom (eV/A)
1,0.9
2,5.0
3,18.6
4,1.8
5,2.4
6,1.3
7,1.1
8,3.6